Density functional theory data (ωB97M-V/def2-TZVPD) for the molecule C11H11FO2 at a distorted geometry.

Properties
LUMO (alpha / beta) in eV: -0.37 / 0.20
Highest occupied orbital energy (alpha / beta) in Eh: -0.2990 / -0.2619
Frontier orbital gap (alpha / beta) in eV: 7.8 / 7.3
Energy above the lowest of the compared OMol25 structures with the same formula, charge and spin in eV: 0.7468
E_tot in Ha: -675.9971

XYZ file:
```
25
Properties=species:S:1:pos:R:3:forces:R:3
C 2.90933 1.28971 0.56072 0.034 0.137 0.039
C 2.94552 0.06795 -0.09461 0.141 -0.048 -0.019
C 1.74113 1.68691 1.19724 0.042 0.104 -0.004
C 1.84430 -0.75741 -0.10427 -0.196 -0.132 0.014
C 0.62076 0.89223 1.16148 -0.183 -0.128 0.027
C 0.64062 -0.35909 0.50958 -0.212 0.176 0.127
C -2.44966 0.35095 0.60977 -0.342 1.530 -1.557
C -2.42172 0.98870 -0.88374 -0.303 -0.075 1.601
C -1.46430 0.64442 -1.89405 1.081 -0.651 -0.135
C -0.52673 -1.16331 0.44645 0.323 0.225 -1.166
C -0.57518 -2.58314 -0.01073 -0.081 0.270 0.203
O -3.23183 0.82409 1.37581 0.007 -0.202 0.196
O -1.69754 -0.68172 0.94272 0.016 -1.030 1.136
F -0.26467 1.26966 -1.88271 -0.412 -0.006 0.015
H 3.77578 1.93345 0.57912 0.091 0.005 -0.026
H 3.84461 -0.24353 -0.60575 0.088 -0.038 -0.007
H 1.70420 2.62883 1.72364 0.010 0.101 0.025
H 1.89299 -1.70974 -0.60770 0.037 -0.106 -0.084
H -0.28140 1.21991 1.65783 -0.018 0.028 0.079
H -3.43708 0.75861 -1.21383 0.040 0.139 -0.090
H -2.35017 2.05316 -0.64896 -0.191 0.000 -0.110
H -1.44905 -0.27195 -2.45975 -0.033 -0.063 -0.161
H -0.09775 -2.70904 -0.98135 0.020 -0.030 -0.068
H -1.61286 -2.90161 -0.07990 0.017 -0.065 -0.029
H -0.05930 -3.22804 0.70297 0.028 -0.143 -0.004
```
Positions in Å, forces in eV/Å.

These are the Mulliken partial charges, in e, on atoms 1 to 2: C -0.425; C -0.733

=====

Density functional theory data (ωB97M-V/def2-TZVPD) for the ion C2H2N5 with charge +1 at a distorted geometry.

Properties
LUMO in eV: -6.56
Highest occupied orbital energy in Eh: -0.5851
Frontier orbital gap in eV: 9.4
SMILES: N#[N+]c1nc[nH]n1
Energy above the lowest of the compared OMol25 structures with the same formula, charge and spin in eV: 0.0518
Charge: +1
E_tot in Ha: -350.8444

XYZ file:
```
9
Properties=species:S:1:pos:R:3:forces:R:3
C 1.18524 -0.69122 -0.00245 -0.375 -0.389 -0.169
C -0.82293 -0.16207 0.01085 5.462 4.036 0.007
N -3.20773 0.08639 -0.05411 0.300 0.074 0.399
N -0.04200 -1.22950 -0.00501 1.255 -0.278 0.226
N -0.11995 1.08852 -0.00264 -1.886 -2.542 0.145
N -2.11810 -0.01807 0.04910 -3.596 -0.557 -0.673
N 1.10776 0.65203 -0.01578 -0.446 1.295 0.224
H 2.18117 -1.11342 -0.00892 -0.424 -0.720 -0.004
H 1.83654 1.38734 0.02895 -0.290 -0.920 -0.153
```
Positions in Å, forces in eV/Å.

These are the Mulliken partial charges, in e, on atoms 1 to 2: C -0.019; C 0.270

=====

Density functional theory data (ωB97M-V/def2-TZVPD) for a structure of composition C51H39F15GaGeN5S2Si at a distorted geometry.

Properties
LUMO (alpha / beta) in eV: 2.57 / 2.58
Highest occupied orbital energy (alpha / beta) in Eh: -0.0275 / -0.0275
Frontier orbital gap (alpha / beta) in eV: 3.3 / 3.3
Energy above the lowest of the compared OMol25 structures with the same formula, charge and spin in eV: 1.5268
Charge: -2
E_tot in Ha: -8826.1853

XYZ file:
```
115
Properties=species:S:1:pos:R:3:forces:R:3
Ga 0.59633 0.44119 2.07755 1.331 1.259 -0.166
S 0.68921 0.04943 4.42220 -0.523 -0.307 -0.284
C -0.53266 -1.19586 4.31184 0.794 0.742 2.563
N -0.92302 -1.73315 5.45526 0.218 0.605 -0.942
N -1.88858 -2.69241 5.52387 0.036 -0.557 -0.313
C -3.14636 -2.80724 4.96426 -0.142 0.144 -0.041
C -3.81283 -4.03236 5.10034 0.100 -0.082 0.010
C -5.10297 -4.19689 4.62919 -0.026 0.061 0.016
C -5.76872 -3.14251 4.02226 -0.112 0.025 -0.033
C -5.12277 -1.91681 3.90587 -0.031 -0.105 -0.020
C -3.83243 -1.74239 4.36729 0.245 0.021 -0.013
N -0.95543 -1.72944 3.13737 -0.033 -0.977 -2.546
N -0.32861 -1.44666 2.05771 -1.250 -0.199 2.227
C -0.75163 -2.20643 0.95330 -0.263 -0.698 -0.921
C 0.14531 -2.35787 -0.10457 0.103 0.302 0.415
C -0.16595 -3.19877 -1.15747 -0.097 -0.187 -0.172
C -1.38230 -3.86559 -1.19304 0.121 0.071 0.041
C -2.29671 -3.68271 -0.16168 -0.089 0.011 -0.052
C -1.98793 -2.86818 0.90884 0.185 0.261 0.220
H -1.63802 -3.40459 6.18570 -0.089 0.075 0.158
H -3.29993 -4.86364 5.57378 0.016 0.014 -0.027
H -5.59406 -5.15686 4.73693 0.034 -0.016 0.004
H -6.77661 -3.26877 3.64762 0.013 -0.003 -0.004
H -5.62818 -1.07969 3.44557 0.002 0.081 -0.061
H -3.35654 -0.77756 4.27126 0.078 0.066 -0.061
H 1.09069 -1.83129 -0.06712 -0.062 0.021 -0.082
H 0.54492 -3.34752 -1.95787 0.015 0.041 0.075
H -1.61107 -4.53028 -2.01770 -0.021 0.052 -0.023
H -3.26128 -4.17498 -0.19322 0.020 -0.002 0.014
H -2.68901 -2.73231 1.71799 -0.080 0.040 0.081
C 2.21976 4.63167 0.49367 -0.044 -0.109 0.085
C 2.39547 3.49635 1.50320 0.189 0.108 0.011
C 2.49608 4.05083 2.93031 -0.194 -0.086 -0.092
C 3.58762 2.61279 1.21939 0.051 -0.112 -0.013
C 4.80048 3.19413 0.89843 -0.013 -0.060 0.017
C 5.95324 2.44506 0.70053 0.204 0.106 -0.021
C 5.87437 1.06773 0.87519 -0.045 0.042 -0.028
C 4.69474 0.42608 1.20514 0.070 0.082 -0.061
C 4.75628 -1.07242 1.44931 -0.242 0.135 0.025
C 3.83760 -1.87464 0.52331 0.109 -0.056 0.067
C 4.45603 -1.40266 2.91667 0.025 -0.086 -0.076
C 3.46440 1.17777 1.36654 -0.135 -0.048 -0.128
N 2.33893 0.54718 1.65167 -0.684 -0.535 0.249
H 1.26944 5.14463 0.66808 0.021 0.049 -0.028
H 2.22263 4.23612 -0.52361 -0.019 0.033 -0.017
H 3.02130 5.36968 0.58186 0.003 0.018 -0.032
H 1.50814 2.86296 1.44991 0.017 -0.011 -0.035
H 3.42082 4.62075 3.05130 0.011 0.008 -0.011
H 2.50752 3.22454 3.64532 0.021 0.038 0.046
H 1.64847 4.70572 3.16000 0.010 0.002 0.058
H 4.86249 4.27536 0.80243 -0.030 0.003 -0.021
H 6.88957 2.92163 0.43100 -0.014 -0.008 0.007
H 6.77655 0.47164 0.75133 -0.023 -0.042 0.006
H 5.78709 -1.38317 1.23751 0.007 0.040 0.011
H 2.80645 -1.63041 0.76420 0.058 0.039 0.000
H 3.99816 -2.95164 0.65431 -0.002 0.008 -0.023
H 4.02189 -1.61530 -0.52200 -0.016 -0.012 -0.019
H 3.43681 -1.10016 3.15664 -0.007 0.028 0.015
H 5.14053 -0.86450 3.57674 0.005 -0.025 0.008
H 4.56044 -2.47787 3.10346 0.010 -0.002 0.018
F -1.46790 2.35550 -3.84627 -0.051 0.193 0.030
C -0.36127 2.56307 -4.57508 0.117 -0.279 0.013
C 0.59416 1.56003 -4.64270 0.114 0.083 0.322
C 1.67779 1.80880 -5.46563 -0.327 -0.100 0.056
F 2.60853 0.86529 -5.66815 0.160 0.041 -0.028
C 1.83415 3.00351 -6.14703 0.050 0.025 -0.055
F 2.88985 3.20954 -6.94825 0.049 0.011 -0.008
C 0.88248 3.99629 -6.01447 -0.041 -0.170 0.117
F 1.03118 5.15972 -6.65330 -0.004 0.098 -0.109
C -0.23778 3.77009 -5.23432 -0.007 0.044 -0.065
F -1.17986 4.71813 -5.14678 -0.038 0.025 0.026
Ge 0.43224 0.10963 -3.21931 0.003 -0.037 -0.728
S 0.53108 0.89347 -1.29088 -0.062 -0.193 -0.154
C 1.92383 -1.19836 -3.64556 -0.253 0.035 0.296
C 1.78019 -2.52937 -3.99087 0.041 0.298 -0.121
F 0.57317 -3.01642 -4.34611 0.043 -0.165 0.048
C 2.84381 -3.41474 -4.01744 -0.010 -0.037 -0.030
F 2.66410 -4.69945 -4.36398 -0.009 -0.035 -0.013
C 4.10941 -2.96497 -3.69437 -0.175 0.128 0.022
F 5.14564 -3.80384 -3.72671 0.110 -0.098 -0.008
C 4.29841 -1.63756 -3.35159 0.031 -0.031 -0.034
F 5.52673 -1.20981 -3.06076 0.056 0.050 0.026
C 3.21053 -0.78435 -3.32722 -0.174 0.021 -0.068
F 3.42335 0.48943 -3.00734 0.145 -0.004 0.032
C -1.25025 -0.76433 -3.95096 0.185 0.125 0.303
C -2.37033 -0.98355 -3.16563 0.168 0.022 -0.214
F -2.36832 -0.65146 -1.87713 -0.085 -0.141 -0.018
C -3.53513 -1.53698 -3.67353 0.000 0.000 -0.019
F -4.60764 -1.72812 -2.89465 -0.028 -0.035 0.047
C -3.59299 -1.89193 -5.00822 0.163 0.028 0.117
F -4.69848 -2.44961 -5.50986 -0.120 -0.015 -0.055
C -2.49603 -1.67517 -5.82134 0.024 0.038 -0.116
F -2.55841 -2.01474 -7.11865 -0.008 -0.016 -0.021
C -1.35532 -1.10679 -5.28541 -0.079 -0.014 0.184
F -0.31624 -0.90828 -6.11184 0.017 -0.065 -0.083
C -1.11880 3.06452 3.46649 -0.007 -0.257 -0.191
Si -1.26518 2.02309 1.86378 -0.147 0.437 0.102
C -1.19450 3.25183 0.40828 0.146 -0.201 0.092
C -3.07780 1.42777 1.76549 0.238 -0.064 0.062
C -3.45907 0.62451 0.68689 0.050 -0.050 0.034
C -4.79534 0.37751 0.40714 -0.014 -0.088 -0.025
C -5.78449 0.91763 1.21925 -0.019 -0.001 0.074
C -5.42490 1.66576 2.33278 -0.050 -0.012 0.003
C -4.08427 1.91454 2.60054 0.075 -0.041 0.020
H -1.49394 4.08404 3.34314 -0.043 -0.023 -0.066
H -0.06772 3.11585 3.75382 0.014 0.073 0.029
H -1.64595 2.59445 4.30050 0.039 -0.040 0.002
H -1.52883 4.24418 0.72458 -0.043 -0.020 0.085
H -1.83410 2.91327 -0.40860 0.037 -0.046 0.011
H -0.18513 3.33169 0.00593 -0.036 0.059 -0.011
H -2.69013 0.20325 0.04812 -0.065 0.111 0.028
H -5.06588 -0.23233 -0.44771 0.028 0.005 -0.004
H -6.83142 0.75343 0.99028 0.009 -0.042 0.013
H -6.19002 2.06617 2.98877 -0.013 0.011 -0.010
H -3.81336 2.50849 3.46673 -0.044 0.051 -0.020
```
Positions in Å, forces in eV/Å.

These are the Mulliken partial charges, in e, on atoms 1 to 2: Ga -1.261; S -0.462

=====

Density functional theory data (ωB97M-V/def2-TZVPD) for a structure of composition C15H20N2O11P2TeV at a distorted geometry.

Properties
2S+1: 3
LUMO (alpha / beta) in eV: -3.53 / -3.57
Highest occupied orbital energy (alpha / beta) in Eh: -0.4319 / -0.4409
⟨S²⟩: 2.01
Frontier orbital gap (alpha / beta) in eV: 8.2 / 8.4
Energy above the lowest of the compared OMol25 structures with the same formula, charge and spin in eV: 1.7225
Charge: +1
E_tot in Ha: -3415.4029

XYZ file:
```
52
Properties=species:S:1:pos:R:3:forces:R:3
V -1.22730 -0.59783 0.28260 -2.736 -2.574 -1.646
C -5.79547 -1.75180 -0.73315 -0.001 -0.002 0.065
C -4.58936 -1.50744 0.14240 0.783 0.475 -0.360
O -4.81849 -1.84054 1.48933 -0.268 -0.320 0.368
P -4.06308 0.25971 0.22695 -0.657 0.455 -0.100
O -3.96693 1.00994 -1.14991 -0.452 0.049 0.111
O -5.17255 1.11798 0.91412 -0.247 0.058 -0.262
O -2.79064 0.27704 1.02028 -0.683 0.451 0.194
P -3.01080 -2.23702 -0.46045 -1.155 -1.490 -0.495
O -3.38364 -3.64006 -1.09459 -0.374 0.353 -0.027
O -2.46133 -1.23909 -1.44957 0.113 0.400 0.086
O -2.08147 -2.39083 0.72289 -0.236 -0.299 0.471
H -6.62749 -1.13994 -0.38816 -0.064 -0.007 -0.048
H -6.08273 -2.80025 -0.68943 0.029 -0.024 0.024
H -5.55966 -1.49433 -1.76432 -0.094 0.033 -0.087
H -4.00331 -2.20088 1.87565 -0.069 0.161 -0.020
H -3.42903 0.54349 -1.80332 0.110 -0.262 -0.069
H -5.24869 0.99727 1.86302 -0.050 -0.085 0.350
H -2.84145 -4.34079 -0.72894 0.159 -0.273 0.099
N -0.51526 -3.89619 -1.46259 0.244 -0.116 -0.105
N 0.74106 -3.31089 -1.66494 -0.202 -0.488 -0.184
C 1.08902 -2.09798 -1.19432 0.987 -0.536 -0.378
O 2.25707 -1.70750 -1.36503 -0.241 -0.159 0.029
O 0.22309 -1.34245 -0.60511 1.051 -0.816 -0.707
H -0.41207 -4.72743 -0.88028 0.082 0.183 -0.177
H -0.91909 -4.16127 -2.35902 0.130 0.116 0.154
H 1.47855 -3.81301 -2.15407 -0.244 0.168 0.242
Te 1.47285 0.70727 -0.84467 0.976 1.892 0.231
C 2.28521 2.70886 -0.91970 0.222 -0.382 -0.314
C 2.00518 3.98765 -0.46468 -0.213 -0.235 0.049
C 2.91442 5.00557 -0.72877 -0.074 -0.043 0.036
C 4.07962 4.75618 -1.43477 0.049 -0.077 -0.077
C 4.37262 3.47474 -1.87831 0.064 0.063 -0.012
C 3.46789 2.46545 -1.62475 -0.574 -0.258 0.209
C 2.51900 0.43582 0.97576 -0.185 -0.072 -0.075
C 3.46602 -0.56314 1.13340 -0.145 -0.001 -0.312
C 4.08716 -0.70300 2.36557 0.062 0.052 0.043
C 3.74791 0.12916 3.41854 0.033 -0.082 -0.064
C 2.81529 1.14009 3.24040 -0.042 0.115 -0.124
C 2.20809 1.31599 2.01012 0.026 0.048 -0.121
H 1.09495 4.20098 0.07715 -0.057 0.022 0.061
H 2.71300 6.00458 -0.37546 -0.082 0.108 0.014
H 4.75863 5.56377 -1.65946 0.081 0.087 0.063
H 5.28559 3.26987 -2.41532 0.067 0.002 -0.071
H 3.63939 1.43767 -1.96042 0.446 0.194 -0.229
H 3.71299 -1.20641 0.30150 0.004 -0.109 0.091
H 4.84097 -1.46206 2.49748 0.069 -0.120 0.012
H 4.21610 -0.00326 4.38177 0.065 -0.002 0.075
H 2.56917 1.79912 4.05823 -0.046 0.071 0.062
H 1.49136 2.11560 1.86269 0.060 -0.059 0.072
O -0.29281 1.09969 0.12918 1.197 2.323 -2.421
O -0.25960 0.35191 1.26447 2.084 1.013 5.275
```
Positions in Å, forces in eV/Å.

These are the Mulliken partial charges, in e, on atoms 1 to 2: V 1.395; C -1.623

=====

Density functional theory data (ωB97M-V/def2-TZVPD) for a cluster of 2 separate species, C4H8 in total at a distorted geometry.

Properties
LUMO in eV: 1.18
Highest occupied orbital energy in Eh: -0.3685
Frontier orbital gap in eV: 11.2
SMILES: C=C.C=C
Energy above the lowest of the compared OMol25 structures with the same formula, charge and spin in eV: 2.4741
E_tot in Ha: -157.0930

XYZ file:
```
12
Properties=species:S:1:pos:R:3:forces:R:3
C 2.39379 -1.10082 2.08794 1.878 -1.339 -2.796
C 1.23606 -0.59915 1.63810 -0.292 -0.550 3.241
H 3.34524 -1.27138 1.38265 -2.366 0.698 1.116
H 2.56068 -1.75728 2.92151 -0.365 0.760 1.141
H 1.14200 -0.41798 0.59212 -0.410 0.869 -0.357
H 0.38383 -0.45898 2.45424 1.547 -0.432 -2.356
C -1.60243 1.23990 -1.33806 -1.600 -1.149 0.366
C -2.10305 0.54061 -2.36876 2.585 -0.016 0.696
H -1.67047 0.78508 -0.31160 0.482 0.803 -1.057
H -1.31829 2.26089 -1.50995 0.142 0.355 0.440
H -2.08860 -0.53274 -2.29025 -1.018 -0.341 0.125
H -1.90061 0.90918 -3.35403 -0.582 0.343 -0.561
```
Positions in Å, forces in eV/Å.

These are the Mulliken partial charges, in e, on atoms 1 to 2: C -0.540; C -0.329